No. 1
DFT (ωB97M-V/def2-TZVPD) results for 2 unconnected molecules or ions with the total composition C3H6O3.

```
12
Properties=species:S:1:pos:R:3:mulliken_charge:R:1
O -0.787 1.064 0.103 -0.5372
C -0.919 -0.335 0.321 -0.2223
C 0.281 -0.931 1.039 -1.0781
O 0.336 0.249 -2.554 -0.4133
C 0.848 1.131 -1.989 0.8536
O 1.416 2.005 -1.464 -0.4219
H -0.069 1.402 0.652 0.3219
H -1.034 -0.793 -0.667 0.2443
H -1.837 -0.535 0.890 0.2810
H 0.182 -2.018 1.124 0.3376
H 0.375 -0.521 2.052 0.3370
H 1.208 -0.718 0.493 0.2975
```

Summary:
**ΔE to the lowest compared entry with this formula, charge and spin**: 0.7 kcal per mole
**SMILES**: O=C=O.CCO
**E_HOMO**: -10.5 eV

---

No. 2
DFT (ωB97M-V/def2-TZVPD) results for 2 unconnected molecules or ions with the total composition C3H6O3.

```
12
Properties=species:S:1:pos:R:3:lowdin_spin:R:1
C 0.767 -0.308 0.578 0.0502
C -1.182 -1.283 -0.510 0.0001
C -0.514 -0.327 0.576 -0.0617
O 1.608 -0.500 -0.478 0.9559
O 1.854 0.442 0.636 0.9929
O 1.221 2.489 0.034 0.0619
H -1.908 -1.882 0.066 0.0003
H -0.372 -1.990 -0.997 0.0039
H -1.674 -0.792 -1.290 -0.0016
H -1.152 -0.529 1.518 -0.0058
H 0.639 2.294 -0.896 0.0017
H 0.712 2.386 0.764 0.0023
```

Summary:
**ΔE to the lowest compared entry with this formula, charge and spin**: 122.5 kcal per mole
**<S²>**: 2.031
**Spin multiplicity**: 3
**E_HOMO (alpha / beta)**: -7.5 / -9.3 eV

---

No. 3
DFT (ωB97M-V/def2-TZVPD) results for 2 unconnected molecules or ions with the total composition C3H6O3S.

```
13
Properties=species:S:1:pos:R:3:mulliken_charge:R:1
O -1.663 0.622 -0.369 -0.8289
C -0.640 0.893 0.316 0.3972
O -0.616 1.631 1.322 -0.7047
C 0.631 0.130 -0.128 -0.2210
C 1.908 0.434 0.622 -0.6269
S 3.394 -0.496 -0.002 -0.8386
H 0.371 -0.944 -0.097 0.1782
H 0.786 0.357 -1.176 0.2083
H 1.808 0.219 1.677 0.2285
H 2.123 1.509 0.515 0.1919
H -2.596 -0.711 -0.619 0.4781
H -2.430 -2.064 -1.290 0.2716
O -3.075 -1.578 -0.770 -0.7338
```

Summary:
**ΔE to the lowest compared entry with this formula, charge and spin**: 3.0 kcal per mole
**Charge**: -2
**E_HOMO**: 0.5 eV

---

No. 4
DFT (ωB97M-V/def2-TZVPD) results for a single C3H6O3S molecule.

```
13
Properties=species:S:1:pos:R:3:lowdin_spin:R:1
C 0.574 -0.979 0.389 0.6294
C -1.280 0.925 0.033 0.0192
C -1.040 -0.586 -0.282 0.1149
O 2.950 0.181 0.954 0.2688
O 1.549 1.385 -0.705 0.2396
O 1.565 -1.126 -0.737 0.2530
S 1.808 0.209 0.095 0.3989
H 0.558 -1.847 1.002 0.0442
H -2.347 1.198 -0.368 0.0027
H -0.484 1.374 -0.529 0.0055
H -1.021 1.121 1.119 0.0020
H -1.107 -0.736 -1.337 0.0083
H -1.725 -1.120 0.365 0.0135
```

Summary:
**ΔE to the lowest compared entry with this formula, charge and spin**: 115.7 kcal per mole
**<S²>**: 2.008
**Spin multiplicity**: 3
**E_HOMO (alpha / beta)**: -5.5 / -11.5 eV

---

No. 5
DFT (ωB97M-V/def2-TZVPD) results for 2 unconnected molecules or ions with the total composition C3H6O4.

```
13
Properties=species:S:1:pos:R:3:mulliken_charge:R:1
C -2.211 -0.181 0.029 -0.3685
C -1.076 0.257 0.891 -0.1328
C 1.933 -0.101 -0.679 0.7634
O -0.964 0.083 -0.501 -0.3691
O 2.481 -0.557 0.515 -0.4640
O 1.986 -0.716 -1.700 -0.5159
O 1.430 1.143 -0.486 -0.4163
H -2.610 -1.166 0.043 0.2297
H -2.974 0.516 -0.297 0.2041
H -0.632 -0.501 1.555 0.2050
H 2.948 -1.375 0.420 0.3383
H -1.120 1.315 1.329 0.1869
H 0.810 1.284 -1.119 0.3391
```

Summary:
**ΔE to the lowest compared entry with this formula, charge and spin**: 41.4 kcal per mole
**SMILES**: O=C(O)O.C1CO1
**E_HOMO**: -10.8 eV

---

No. 6
DFT (ωB97M-V/def2-TZVPD) results for a molecular structure, C3H6O4Tl.

```
14
Properties=species:S:1:pos:R:3:lowdin_spin:R:1
O -1.342 1.298 0.367 0.0115
C -1.867 0.121 0.057 0.0491
C -0.853 1.944 -0.816 0.0025
O -2.954 -0.262 0.570 0.0640
O -1.644 -0.203 -1.218 0.0199
C -0.874 0.824 -1.859 0.0039
Tl -4.909 -1.322 -0.579 0.8337
H 0.153 2.322 -0.605 0.0002
H -1.528 2.769 -1.070 0.0009
H 0.120 0.424 -2.085 0.0002
H -1.390 1.106 -2.782 0.0022
O -0.986 -1.424 1.896 0.0090
H -2.084 -1.219 1.928 0.0024
H -0.963 -2.212 1.343 0.0006
```

Summary:
**ΔE to the lowest compared entry with this formula, charge and spin**: 30.7 kcal per mole
**<S²>**: 0.753
**Spin multiplicity**: 2
**E_HOMO (alpha / beta)**: -4.5 / -10.4 eV

---

No. 7
DFT (ωB97M-V/def2-TZVPD) results for a molecular structure, C3H6OPr.

```
11
Properties=species:S:1:pos:R:3:lowdin_spin:R:1
C 0.311 -0.984 -1.198 0.3133
C 0.957 -0.103 -0.154 0.0653
O -0.125 -0.228 0.861 -0.0005
C -1.034 0.856 0.760 0.0165
Pr -0.392 -2.642 0.352 2.5529
H -1.014 0.744 -0.642 0.0073
H 0.934 0.902 -0.615 0.0194
H 1.941 0.099 0.302 0.0121
H -1.954 0.688 1.331 0.0001
H -0.530 1.764 1.112 0.0007
H 0.906 -1.094 -2.110 0.0127
```

Summary:
**ΔE to the lowest compared entry with this formula, charge and spin**: 5.6 kcal per mole
**<S²>**: 3.784
**Spin multiplicity**: 4
**Charge**: +2
**E_HOMO (alpha / beta)**: -17.5 / -18.8 eV

---

No. 8
DFT (ωB97M-V/def2-TZVPD) results for a single C3H6OS molecule.

```
11
Properties=species:S:1:pos:R:3:mulliken_charge:R:1
C 1.460 -0.397 -0.249 -0.9843
C 0.078 0.320 0.311 -0.2595
C -1.294 -0.532 -0.108 0.1879
H 2.196 0.260 -0.129 0.4026
H 1.344 -1.282 0.426 0.3056
H 1.506 -0.939 -1.351 0.2293
H -0.038 0.451 1.454 0.3444
H -1.604 1.617 0.158 0.1709
H -1.026 -1.560 -0.113 0.3193
O -2.360 -0.012 -0.221 -0.4493
S -0.261 2.073 -0.179 -0.2668
```

Summary:
**ΔE to the lowest compared entry with this formula, charge and spin**: 56.7 kcal per mole
**SMILES**: C[C@@H](S)C=O
**E_HOMO**: -8.8 eV

---

No. 9
DFT (ωB97M-V/def2-TZVPD) results for a molecular structure, C3H6OS.

```
11
Properties=species:S:1:pos:R:3:mulliken_charge:R:1
C -0.992 -1.075 -0.402 -0.8621
C 0.270 -0.281 0.436 -0.0364
C 0.031 1.199 0.216 -0.0535
H -0.936 -2.110 -0.548 0.3800
H -1.674 -0.404 0.222 0.2720
H -1.247 -0.373 -1.521 0.2258
H 0.323 -0.500 1.553 0.3091
H 2.231 0.745 0.050 0.1737
H -0.900 1.633 0.633 0.3636
O 0.879 1.799 -0.490 -0.4999
S 2.016 -0.631 -0.149 -0.2721
```

Summary:
**ΔE to the lowest compared entry with this formula, charge and spin**: 71.3 kcal per mole
**E_HOMO**: -8.8 eV

---

No. 10
DFT (ωB97M-V/def2-TZVPD) results for a molecular structure, C3H6OS.

```
11
Properties=species:S:1:pos:R:3:mulliken_charge:R:1
C 1.610 0.703 -1.319 -0.6235
C -0.094 -0.071 0.233 0.4326
C 1.158 -0.849 0.681 -1.2514
H 1.641 0.722 -2.725 0.2580
H 2.117 1.480 -0.665 0.3156
H 2.253 -0.433 -0.958 0.2476
H 1.949 -0.368 0.855 0.4764
H 1.217 -1.673 -0.086 0.3797
H 0.567 -1.251 1.597 0.2678
O 0.195 0.585 -0.936 -0.2578
S -1.710 -0.116 0.744 -0.2452
```

Summary:
**ΔE to the lowest compared entry with this formula, charge and spin**: 98.3 kcal per mole
**E_HOMO**: -8.8 eV

---

No. 11
DFT (ωB97M-V/def2-TZVPD) results for a single C3H6OS molecule.

```
11
Properties=species:S:1:pos:R:3:mulliken_charge:R:1
C -1.106 -1.370 -1.294 -0.6375
C 0.550 -0.856 0.266 -0.2747
C 0.328 0.605 -0.069 -0.2066
H -1.528 -0.271 -1.373 0.2645
H -1.759 -1.903 -0.602 0.2803
H -1.223 -1.676 -2.351 0.2679
H -0.049 -1.231 1.047 0.3001
H 1.640 -1.128 0.467 0.2450
H 0.292 0.749 -1.129 0.3730
O 0.223 -1.389 -1.008 -0.3627
S 0.138 1.644 1.162 -0.2495
```

Summary:
**ΔE to the lowest compared entry with this formula, charge and spin**: 50.3 kcal per mole
**SMILES**: COCC=S
**E_HOMO**: -8.8 eV

---

No. 12
DFT (ωB97M-V/def2-TZVPD) results for 2 unconnected molecules or ions with the total composition C3H6OS2.

```
12
Properties=species:S:1:pos:R:3:mulliken_charge:R:1
C -0.572 -0.195 -0.893 -0.6769
C -1.907 -0.477 -0.222 -0.0432
O -2.982 -0.305 -0.715 -0.4384
C 0.479 0.441 0.054 -0.3461
S 1.923 0.443 -1.048 -0.1015
S 2.140 -0.098 2.419 -0.1775
H -0.118 -1.142 -1.209 0.3835
H -0.638 0.325 -1.846 0.3967
H -1.798 -1.091 0.698 0.2920
H 0.350 1.494 0.307 0.4827
H 0.552 -0.064 1.065 0.0985
H 2.571 0.670 1.389 0.1303
```

Summary:
**ΔE to the lowest compared entry with this formula, charge and spin**: 125.4 kcal per mole
**E_HOMO**: -9.1 eV